#w
Entry from the Open Molecules 2025 dataset: a 2-piece molecular cluster, C2H10N2 overall (the ωB97M-V functional and the def2-TZVPD basis).

ORCA input file:
```
! wB97M-V def2-TZVPD RIJCOSX def2/J DEFGRID3
* xyz 0 1
C -0.81446 -0.39546 -0.98462
N -0.63133 -0.37251 0.44046
C -1.16312 0.80651 1.07624
H -0.26904 0.38578 -1.52459
H -1.87423 -0.13265 -1.20675
H -0.62662 -1.33972 -1.48485
H -0.63348 -1.28856 0.85183
H -2.25669 0.84645 0.91731
H -0.98878 0.78184 2.14535
H -0.79167 1.67137 0.53069
N 2.49997 -0.55928 -0.27215
H 2.75477 0.06739 -1.04414
H 3.14199 -0.37472 0.49283
H 1.65269 -0.09645 0.06241
*
```

Output
- SMILES = CNC.N
- LUMO level (hartree) = 0.04005

=====

#x
Entry from the Open Molecules 2025 dataset: a 2-piece molecular cluster, C2H10N2 overall (the ωB97M-V functional and the def2-TZVPD basis).

ORCA input file:
```
! wB97M-V def2-TZVPD RIJCOSX def2/J DEFGRID3
* xyz 0 1
C 2.15514 1.38622 1.95443
N 2.70340 0.96614 0.61214
H 3.00123 1.01084 2.72050
H 2.26223 2.58010 2.07963
H 1.18819 0.98139 2.38147
H 1.90301 0.84298 -0.08927
H 3.17909 1.88250 0.37197
C -2.36021 -1.70682 -0.96935
N -2.01462 -0.77041 -1.95248
H -2.86223 -1.06563 -0.10317
H -3.29630 -2.40472 -1.18855
H -1.42078 -2.32098 -0.73003
H -1.59472 -1.11163 -2.74226
H -2.84343 -0.26999 -2.34503
*
```

Output
- SMILES = CN.CN
- LUMO level (hartree) = 0.03596

=====

Stability summary - winner: #w; margin: 1.407 eV.

=====

#w
Entry from the Open Molecules 2025 dataset: F4KN2O8S4 as an isolated structure (the ωB97M-V functional and the def2-TZVPD basis).

ORCA input file:
```
! wB97M-V def2-TZVPD RIJCOSX def2/J DEFGRID3
* xyz -1 1
K -1.82976 0.68062 0.82406
N -0.08567 -1.10460 1.83327
S 0.50670 -1.87025 3.11685
O 1.88539 -2.21874 2.98800
O -0.35599 -2.82420 3.71013
F 0.52241 -0.64363 4.12220
S 0.09445 -2.36541 0.69285
O -0.56138 -3.60155 0.94253
O 1.27302 -2.40853 -0.04165
F -1.01148 -1.66648 -0.26001
N -0.01161 1.62901 -1.05548
S -0.73963 3.00074 -1.69867
O -1.56178 2.82580 -2.84779
O 0.03567 4.16468 -1.57399
F -1.89848 3.12447 -0.57118
S 0.68864 1.04738 -2.35769
O 1.46772 1.98592 -3.08471
O -0.14494 0.14209 -3.07447
F 1.72672 0.10268 -1.66426
*
```

Output
- LUMO level (hartree) = 0.05656

=====

#x
Entry from the Open Molecules 2025 dataset: F4KN2O8S4 as an isolated structure (the ωB97M-V functional and the def2-TZVPD basis).

ORCA input file:
```
! wB97M-V def2-TZVPD RIJCOSX def2/J DEFGRID3
* xyz -1 1
K -1.21418 0.77893 -0.70126
N -0.83299 1.26632 2.02234
S 0.32910 2.05284 2.58981
O 1.52225 1.31513 2.91120
O -0.02044 3.24734 3.31839
F 0.81243 2.61120 1.11085
S -1.64893 0.75509 3.36979
O -2.48677 1.75454 3.97577
O -1.02864 -0.21627 4.18324
F -2.75765 -0.09560 2.55691
N 0.24582 -1.11999 -2.07178
S 0.01128 -2.38479 -3.08778
O 0.96185 -3.45268 -3.03978
O -0.37978 -1.99860 -4.42869
F -1.37145 -2.95686 -2.50572
S 1.70079 -0.68359 -2.57198
O 1.80831 -0.40381 -3.97356
O 2.81940 -1.20246 -1.83109
F 1.52960 0.73325 -1.82668
*
```

Output
- LUMO level (hartree) = 0.05486

=====

Stability summary - winner: #w; margin: 0.194 eV.

=====

#w
Entry from the Open Molecules 2025 dataset: an isolated ion of composition C5H10N3O and charge +1 (the ωB97M-V functional and the def2-TZVPD basis).

ORCA input file:
```
! wB97M-V def2-TZVPD RIJCOSX def2/J DEFGRID3
* xyz 1 1
C -2.71981 0.11719 -0.79981
C -2.22796 0.43620 0.70500
C -0.77270 0.60911 0.57199
O -0.23030 1.70251 0.46260
N 0.02075 -0.56794 0.48235
N 1.26920 -0.44757 0.27288
C 1.92120 -1.77930 0.29892
C 1.91946 0.71883 0.26750
N 2.62468 1.41616 -0.59517
H -2.42270 -0.84101 -1.17948
H -2.52513 0.93996 -1.48037
H -3.75847 0.15690 -0.69389
H -2.44163 -0.41808 1.25118
H -2.78271 1.35997 1.03263
H 3.02959 -1.78160 0.11238
H 1.76697 -2.15788 1.45130
H 1.25826 -2.43775 -0.32858
H 2.52873 1.18992 -1.59753
H 3.54257 1.78437 -0.23386
*
```

Output
- SMILES = CC/C([O-])=N/[N+](C)=C=[NH2+]
- LUMO level (hartree) = -0.20419

=====

#x
Entry from the Open Molecules 2025 dataset: an isolated ion of composition C5H10N3O and charge +1 (the ωB97M-V functional and the def2-TZVPD basis).

ORCA input file:
```
! wB97M-V def2-TZVPD RIJCOSX def2/J DEFGRID3
* xyz 1 1
C 1.51217 0.08636 -1.58615
C 0.42613 0.73091 -0.85453
N -0.18317 1.77168 -1.19189
C -1.19453 2.18887 -0.27819
N -1.32466 1.04578 0.70119
C -0.17370 0.14961 0.57250
N -0.52865 -1.20606 0.54105
C 0.40528 -2.18001 1.24159
O -1.59173 -1.55339 0.09463
H 1.65561 0.60651 -2.62173
H 1.32832 -0.96129 -1.64302
H 2.37084 0.13523 -0.91140
H -0.83311 2.99314 0.43119
H -2.00199 2.57363 -0.90062
H -2.29778 0.53853 0.74207
H 0.58649 0.23044 1.24378
H 0.30499 -1.80405 2.23710
H 1.51143 -2.06089 1.00314
H 0.02804 -3.28499 1.17928
*
```

Output
- SMILES = CC1=NCN[C@H]1[N+](C)=O
- LUMO level (alpha / beta) (hartree) = -0.25429 / -0.25422

=====

#y
Entry from the Open Molecules 2025 dataset: a 2-piece molecular cluster, C5H10N3O overall (the ωB97M-V functional and the def2-TZVPD basis).

ORCA input file:
```
! wB97M-V def2-TZVPD RIJCOSX def2/J DEFGRID3
* xyz 1 1
N 2.80869 -0.24949 -0.12214
C 1.67426 0.25512 -0.71395
C 0.45978 1.04407 0.11595
C -0.93950 0.24968 -0.33777
N -0.81552 -1.28700 -0.28439
C -2.16995 -1.80921 -0.76788
C -3.06549 -0.44058 -1.10317
N -2.25995 0.80817 -0.82039
H 3.33308 -0.70695 -0.92517
H 1.52771 0.07866 -1.86831
H 0.31447 2.16322 -0.26757
H 0.58853 0.98158 1.27766
H 0.01058 -1.86782 0.01132
H -2.45138 -2.93926 -0.88860
H -4.15989 -0.42012 -1.52746
H -2.47575 1.82488 -0.91425
O 2.67367 0.50427 3.30791
H 2.33943 1.39685 3.48279
H 2.60722 0.41393 2.34541
*
```

Output
- LUMO level (hartree) = -0.16881

=====

#z
Entry from the Open Molecules 2025 dataset: an isolated ion of composition C5H10N3O and charge +1 (the ωB97M-V functional and the def2-TZVPD basis).

ORCA input file:
```
! wB97M-V def2-TZVPD RIJCOSX def2/J DEFGRID3
* xyz 1 1
C 3.04268 0.20328 0.57657
N 1.89857 -0.02565 0.10084
C 0.73408 0.47109 0.00370
C -0.03534 1.17439 -0.89447
N -1.40772 1.18215 -0.80344
C -2.31907 1.48795 -1.63712
N -0.48122 -0.24782 1.14336
C -0.61739 -1.65581 0.68699
O 0.45726 -2.40860 0.67067
H 3.27823 1.15389 1.10872
H 3.96674 -0.38362 0.36852
H 0.43160 1.77715 -1.74630
H -1.67083 0.68830 0.03947
H -3.38530 1.08994 -1.53769
H -1.97143 1.96001 -2.60711
H -0.04975 -0.35250 2.00462
H -1.54781 -1.86596 1.30823
H -0.97341 -1.49570 -0.30732
H 0.65010 -2.75249 1.52175
*
```

Output
- SMILES = C=N/C(=C/[NH+]=C)NCO
- LUMO level (hartree) = -0.16009

=====

Stability summary - winner: #w; margin: 0.053 eV.

=====

#w
Entry from the Open Molecules 2025 dataset: C11H7F9N2O9OsS2 as an isolated structure (the ωB97M-V functional and the def2-TZVPD basis).

ORCA input file:
```
! wB97M-V def2-TZVPD RIJCOSX def2/J DEFGRID3
* xyz 0 5
Os -0.74638 -0.79277 -0.77086
O -3.05947 0.62459 1.73425
S -2.41547 1.76351 1.13091
O -3.18020 2.93732 0.96414
O -1.73635 1.35390 -0.12088
C -1.17725 2.24760 2.32822
C -1.50953 3.27924 3.18541
C -0.59210 3.74670 4.13584
C 0.66791 3.18649 4.23594
C 0.99351 2.11119 3.41910
C 0.04557 1.65601 2.51742
S 0.75742 0.47879 1.39657
O 1.88405 -0.18234 1.96507
O -0.37689 -0.66053 1.13868
O 0.90242 1.08502 0.11712
H -2.46450 3.77042 3.08136
H -0.88013 4.54584 4.83667
H 1.42113 3.56718 4.93038
H 1.96132 1.62784 3.46111
N -2.87730 -1.01482 -0.35437
N -3.30899 -2.04819 -1.19786
C -2.69622 -2.01338 -2.48119
O -3.17117 -2.53348 -3.44805
O -1.50826 -1.47046 -2.45091
H -3.02078 -1.14187 0.66252
H -3.24030 -0.08461 -0.55117
H -4.31044 -2.09841 -1.37113
F 0.79140 -0.57435 -3.66204
C 1.59303 -1.62946 -3.52768
F 0.85338 -2.73868 -3.74974
F 2.57745 -1.61365 -4.43194
C 2.06304 -1.62669 -2.05308
O 0.98311 -1.49765 -1.20979
C 2.73431 -3.00321 -1.78584
F 3.47139 -2.94654 -0.67582
F 3.50897 -3.40841 -2.78820
F 1.78152 -3.91681 -1.63949
C 3.08385 -0.51774 -1.80476
F 4.26856 -0.71984 -2.41724
F 3.32724 -0.41017 -0.49989
F 2.60116 0.66239 -2.24878
*
```

Output
- LUMO level (alpha / beta) (hartree) = -0.04298 / -0.13868

=====

#x
Entry from the Open Molecules 2025 dataset: C11H7F9N2O9OsS2 as an isolated structure (the ωB97M-V functional and the def2-TZVPD basis).

ORCA input file:
```
! wB97M-V def2-TZVPD RIJCOSX def2/J DEFGRID3
* xyz 0 5
Os 0.07721 -0.95271 0.42158
O -0.38438 -0.79984 2.52189
S -1.49861 0.21572 2.23183
O -2.69924 0.15169 2.97692
O -1.65667 0.00492 0.74703
C -0.87151 1.85202 2.52677
C -1.56647 2.57798 3.50570
C -1.15548 3.84331 3.79136
C -0.15386 4.48088 3.08635
C 0.59911 3.78385 2.16828
C 0.20789 2.43031 1.86613
S 1.37656 1.68065 0.73702
O 2.53875 2.48486 0.75255
O 1.72259 0.27205 1.22511
O 0.65410 1.47238 -0.51388
H -2.43590 2.15883 3.97997
H -1.66348 4.49808 4.52342
H 0.10832 5.51617 3.26541
H 1.33501 4.28369 1.55663
N 2.70923 -0.77659 -1.72060
N 3.38571 -1.17412 -0.69181
C 2.83013 -1.84882 0.52087
O 3.59409 -1.96513 1.42866
O 1.62622 -2.25803 0.21738
H 1.66424 -1.12229 -1.96302
H 3.05740 0.10940 -2.20619
H 4.21603 -0.68067 -0.38397
F 0.06566 -1.19466 -4.41286
C -1.08540 -1.21802 -3.71919
F -1.36028 0.07099 -3.52387
F -2.02110 -1.78017 -4.53162
C -0.97892 -1.96778 -2.36043
O -0.18039 -1.14291 -1.63180
C -2.41774 -2.02058 -1.73062
F -2.33681 -2.36140 -0.41197
F -3.19969 -2.90904 -2.31716
F -3.00181 -0.81963 -1.80292
C -0.41163 -3.37618 -2.50502
F -1.07297 -4.17557 -3.33328
F -0.43339 -3.97124 -1.28546
F 0.81746 -3.37239 -3.00522
*
```

Output
- LUMO level (alpha / beta) (hartree) = -0.01441 / -0.08143

=====

Stability summary - winner: #w; margin: 0.680 eV.

=====

#w
Entry from the Open Molecules 2025 dataset: a 2-piece molecular cluster, CH4P2 overall (the ωB97M-V functional and the def2-TZVPD basis).

ORCA input file:
```
! wB97M-V def2-TZVPD RIJCOSX def2/J DEFGRID3
* xyz 0 1
C -0.25686 -0.34334 0.24287
P 0.41361 -0.92590 1.66993
P 1.07431 0.46618 -0.91952
H -1.34628 -0.32796 -0.06138
H -0.81216 -1.31171 2.23821
H 0.49820 0.18691 -2.13227
H 0.42919 2.25581 -1.03784
*
```

Output
- LUMO level (hartree) = -0.01599

=====

#x
Entry from the Open Molecules 2025 dataset: a single CH4P2 molecule (the ωB97M-V functional and the def2-TZVPD basis).

ORCA input file:
```
! wB97M-V def2-TZVPD RIJCOSX def2/J DEFGRID3
* xyz 0 1
H -0.17222 -1.63619 -2.31192
P -0.47463 -0.29781 -1.78488
C 0.25939 -0.28159 -0.23927
P 0.61485 1.23582 0.58143
H 0.57681 -1.25937 0.01964
H -0.69730 1.99529 0.36037
H 0.39012 1.07412 2.02844
*
```

Output
- SMILES = [H]/P=C/P
- LUMO level (hartree) = -0.01004

=====

#y
Entry from the Open Molecules 2025 dataset: a single CH4P2 molecule (the ωB97M-V functional and the def2-TZVPD basis).

ORCA input file:
```
! wB97M-V def2-TZVPD RIJCOSX def2/J DEFGRID3
* xyz 0 1
H -2.09358 1.71985 0.94216
P -1.27185 0.82173 -0.01872
C 0.21897 0.75939 0.82431
P 1.75452 0.42615 -0.22577
H 0.43960 1.69745 1.31321
H 1.98598 -0.70988 0.23207
H 0.93512 0.10645 -1.30837
*
```

Output
- SMILES = [H]/P=C/P
- LUMO level (hartree) = -0.02254

=====

Stability summary - winner: #x; margin: 0.818 eV.